C5H14S | ωB97M-V/def2-TZVPD

Computed properties:
**Relative energy (zero: lowest compared OMol25 entry of this formula, charge and spin)**: 0.6907 eV
**Lowest unoccupied orbital energy**: 0.96 eV

The geometry in ORCA input format:
```
! RIJCOSX wB97M-V def2-TZVPD def2/J DEFGRID3
* xyz 0 1
S 1.04667 -0.83315 -0.75564
C 1.47870 1.98045 -0.45437
C 2.43052 -0.69635 -1.94423
C -2.94568 -1.14012 1.10880
C -1.70303 -0.87408 2.04683
C 0.42164 0.85410 -0.44120
H -2.81484 -0.51945 0.21902
H 3.38295 -0.49991 -1.46539
H -0.98725 -1.62192 1.73409
H 2.10652 1.89168 -1.36727
H 1.02807 2.96171 -0.43300
H -1.27457 0.10868 1.89524
H -3.79842 -0.71821 1.63312
H 2.25165 0.05586 -2.72584
H -0.24041 1.16587 -1.27378
H 2.43024 -1.67303 -2.39633
H 2.26891 1.82051 0.27928
H -3.00906 -2.15775 0.73625
H -0.06349 0.83361 0.52264
H -2.00912 -0.93850 3.08177
*
```